This record from the Open Molecules 2025 dataset describes 2 unconnected molecules or ions with the total composition C4H13N2S in a non-equilibrium geometry. The level of theory is ωB97M-V/def2-TZVPD.

Properties
Frontier orbital gap in eV: 9.7
Charge: +1

Each line ends with the Löwdin charge.
CARTESIAN COORDINATES (ANGSTROEM)
C 0.520 -1.956 -0.946  -0.08
C -0.385 -1.776 -1.915  -0.18
N -1.021 -2.790 -2.579  0.09
N 0.932 -0.717 -0.209  0.14
H 1.023 -2.816 -0.543  0.12
H -0.683 -0.772 -2.188  0.13
H -1.316 -2.562 -3.517  0.11
H -0.610 -3.709 -2.493  0.11
H 1.780 -0.835 0.335  0.16
H 0.171 -0.409 0.453  0.02
H 1.027 0.052 -0.859  0.14
C -0.292 2.779 0.802  -0.17
C 0.094 1.978 2.033  -0.57
S -0.974 0.469 2.160  0.73
H -1.321 3.124 0.892  0.08
H -0.204 2.233 -0.138  0.05
H 0.357 3.649 0.717  0.08
H 1.135 1.655 1.976  0.06
H -0.028 2.565 2.938  0.07
H -0.203 -0.163 3.081  -0.11

---

This record from the Open Molecules 2025 dataset describes a molecular structure, C24H17F5MgN4O2Se in a non-equilibrium geometry. The level of theory is ωB97M-V/def2-TZVPD.

Properties
Frontier orbital gap in eV: 7.0
Charge: 0

Each line ends with the Löwdin charge.
CARTESIAN COORDINATES (ANGSTROEM)
Mg 0.910 -0.015 0.718  0.69
O 0.665 1.137 4.827  0.00
C 0.937 0.684 3.699  -0.49
N 0.446 1.114 2.520  -0.05
C -0.796 1.800 2.560  -0.20
C -1.902 1.041 1.849  -0.25
C -3.208 1.500 1.825  -0.01
C -4.216 0.765 1.217  -0.04
C -3.864 -0.462 0.665  -0.06
C -2.538 -0.834 0.657  -0.14
N -1.587 -0.090 1.214  0.07
C 1.850 -0.517 3.679  -0.16
C 2.442 -0.979 4.888  0.01
C 3.195 -2.116 4.851  -0.06
C 3.445 -2.748 3.613  -0.06
C 2.936 -2.167 2.480  -0.14
N 2.062 -1.149 2.516  0.06
H -1.054 2.027 3.608  0.13
H -0.721 2.762 2.061  0.12
H -3.432 2.484 2.231  0.12
H -5.203 1.136 1.199  0.10
H -4.590 -1.129 0.205  0.11
H -2.221 -1.771 0.245  0.10
H 2.286 -0.394 5.807  0.13
H 3.623 -2.514 5.781  0.12
H 4.079 -3.629 3.573  0.10
H 3.190 -2.571 1.519  0.10
O 3.037 0.615 0.301  -0.10
C 3.598 0.239 -0.948  -0.17
C 2.670 -0.593 -1.771  -0.28
C 3.006 -0.904 -3.107  0.00
C 2.173 -1.756 -3.808  -0.03
C 1.133 -2.376 -3.116  -0.04
C 0.893 -2.010 -1.817  -0.13
N 1.607 -1.111 -1.153  0.04
H 2.972 1.582 0.369  0.12
H 4.501 -0.354 -0.808  0.14
H 3.868 1.099 -1.573  0.14
H 3.867 -0.408 -3.549  0.12
H 2.324 -1.934 -4.862  0.11
H 0.530 -3.137 -3.579  0.11
H 0.112 -2.491 -1.261  0.11
F -5.208 1.583 -4.644  0.10
C -4.038 1.639 -3.986  -0.14
C -3.254 2.793 -4.014  -0.14
F -3.687 3.916 -4.620  0.10
C -2.052 2.820 -3.311  -0.24
F -1.275 3.932 -3.329  0.03
C -1.520 1.703 -2.595  -0.57
Se 0.032 1.890 -1.574  0.64
C -2.296 0.549 -2.698  -0.23
F -1.770 -0.628 -2.214  0.02
C -3.595 0.545 -3.227  -0.13
F -4.362 -0.569 -3.112  0.08

---

This record from the Open Molecules 2025 dataset describes 2 unconnected molecules or ions with the total composition C11H15N in a non-equilibrium geometry. The level of theory is ωB97M-V/def2-TZVPD.

Properties
Frontier orbital gap in eV: 8.8
Charge: 0

Each line ends with the Löwdin charge.
CARTESIAN COORDINATES (ANGSTROEM)
C 2.818 1.585 0.301  -0.17
C 3.069 0.410 1.212  -0.17
H 3.622 1.757 -0.419  0.06
H 1.920 1.358 -0.271  0.03
H 2.697 2.552 0.788  0.06
H 2.300 0.190 1.962  0.06
H 3.945 0.555 1.856  0.06
H 3.199 -0.522 0.694  0.05
C -0.045 -1.402 -2.620  -0.05
C -1.172 -0.221 -0.541  -0.12
C -0.941 -1.333 -1.424  -0.23
C -2.031 -0.699 0.482  -0.22
C -1.630 -2.389 -0.927  -0.06
C -0.968 1.833 0.672  -0.10
C -1.810 1.345 1.683  -0.10
C -0.705 1.089 -0.471  -0.04
C -2.309 0.058 1.615  -0.03
N -2.274 -2.027 0.241  0.07
H -0.444 2.769 0.828  0.10
H -2.074 2.014 2.480  0.09
H -0.262 1.644 -1.229  0.09
H -2.998 -0.274 2.386  0.11
H 0.786 -0.695 -2.557  0.07
H -0.562 -1.305 -3.575  0.08
H -1.621 -3.422 -1.237  0.12
H -2.987 -2.514 0.744  0.15
H 0.478 -2.358 -2.671  0.07

---

This record from the Open Molecules 2025 dataset describes a molecular structure, AlBH12O4 in a non-equilibrium geometry. The level of theory is ωB97M-V/def2-TZVPD.

Properties
Frontier orbital gap in eV: 4.2
Charge: +2

Each line ends with the Löwdin charge.
CARTESIAN COORDINATES (ANGSTROEM)
Al -16.213 4.502 11.254  1.48
B -17.860 3.098 8.784  -0.05
H -17.903 4.143 8.519  0.07
H -18.364 2.974 9.730  0.07
H -18.232 2.447 8.008  0.10
H -16.798 3.011 8.953  -0.04
O -14.997 6.179 13.271  -0.07
H -14.239 6.759 13.204  0.08
H -15.352 6.348 14.144  0.06
O -15.796 5.404 8.495  -0.06
H -15.989 4.844 7.743  0.06
H -16.204 6.243 8.280  0.09
O -17.715 5.687 13.390  -0.07
H -17.579 5.031 14.074  0.06
H -18.391 6.266 13.744  0.09
O -14.466 3.037 9.350  -0.01
H -13.670 2.508 9.408  0.10
H -14.746 2.949 8.438  0.06

---

This record from the Open Molecules 2025 dataset describes a molecular structure, C6H12N2O in a non-equilibrium geometry. The level of theory is ωB97M-V/def2-TZVPD.

Properties
Frontier orbital gap in eV: 8.8
Charge: 0

Each line ends with the Löwdin charge.
CARTESIAN COORDINATES (ANGSTROEM)
C -0.536 -0.428 0.790  -0.48
C -1.168 0.346 -0.890  -0.01
C 2.531 -0.129 -0.945  -0.10
C -1.301 -1.671 1.164  -0.03
C -0.604 0.707 1.787  -0.04
N 1.303 0.309 -0.333  -0.11
C 0.019 0.924 -1.413  -0.28
O 0.722 -0.740 0.387  -0.11
N 0.483 1.747 -2.226  0.14
H -0.209 2.127 -2.868  0.06
H -1.495 -0.553 -1.404  0.10
H -1.956 1.035 -0.601  0.10
H 2.418 -1.091 -1.458  0.08
H 3.338 -0.214 -0.212  0.08
H 2.785 0.639 -1.674  0.07
H -1.120 -2.461 0.432  0.09
H -0.998 -2.036 2.151  0.09
H -2.368 -1.451 1.200  0.09
H -0.047 0.432 2.690  0.09
H -1.641 0.906 2.054  0.08
H -0.155 1.600 1.369  0.08

---

This record from the Open Molecules 2025 dataset describes a single C4H5NOS2 molecule in a non-equilibrium geometry. The level of theory is ωB97M-V/def2-TZVPD.

Properties
Frontier orbital gap in eV: 9.9
Charge: 0

Each line ends with the Löwdin charge.
CARTESIAN COORDINATES (ANGSTROEM)
C 2.463 -1.503 -0.399  -0.46
C 0.587 0.064 0.077  -0.81
C -0.803 0.445 0.655  -0.57
C -1.819 -0.465 -0.062  -0.28
H 3.059 -2.403 -0.824  0.09
H 2.780 -1.080 0.661  0.11
H 2.921 -0.778 -1.005  0.02
H -0.659 0.346 1.817  0.14
H 0.409 2.537 0.447  0.01
N -2.511 -1.185 -0.676  0.15
O 1.561 0.660 0.418  -0.04
S 0.772 -1.506 -0.582  1.00
S -1.146 2.327 0.499  0.64

---

Number 1: HOMO level -12.82 eV. Number 2: HOMO level -6.97 eV. Number 3: HOMO level -7.82 eV. Number 4: HOMO level -19.13 eV. Number 5: HOMO level -7.95 eV. Number 6: HOMO level -9.81 eV.